# C27H67N3O4P

5 unconnected molecules or ions with the total composition C27H67N3O4P (the ωB97M-V functional and the def2-TZVPD basis, the OMol25 dataset).

CARTESIAN COORDINATES (ANGSTROEM)
O: -7.121 -20.323 -1.839
H: -7.546 -19.458 -1.681
C: -4.390 -22.521 1.151
C: -5.243 -21.751 2.165
O: -4.918 -21.457 3.259
N: -6.679 -21.434 1.704
H: -7.050 -20.638 2.202
H: -6.669 -21.165 0.730
C: -7.601 -22.673 1.848
H: -5.036 -23.102 0.493
H: -3.744 -23.176 1.736
H: -3.789 -21.860 0.526
H: -8.630 -22.327 1.750
H: -7.409 -23.224 2.769
H: -7.220 -23.277 1.025
C: -6.738 -20.451 -6.125
C: -6.034 -19.149 -5.842
O: -6.363 -18.102 -6.425
N: -4.967 -19.097 -4.737
H: -5.454 -19.436 -3.919
H: -4.151 -19.693 -4.718
C: -4.470 -17.636 -4.462
H: -6.086 -21.312 -5.982
H: -7.096 -20.589 -7.145
H: -7.483 -20.622 -5.348
H: -3.905 -17.666 -3.530
H: -5.377 -17.033 -4.494
H: -3.781 -17.331 -5.249
C: -4.585 -27.144 -4.199
N: -5.951 -27.726 -3.821
C: -6.138 -29.055 -4.580
C: -6.034 -27.971 -2.297
C: -7.033 -26.721 -4.326
C: -7.480 -25.568 -3.305
O: -6.355 -24.756 -3.056
H: -4.553 -26.118 -3.833
H: -4.505 -27.308 -5.273
H: -3.856 -27.747 -3.657
H: -7.169 -29.400 -4.506
H: -5.515 -29.842 -4.154
H: -5.825 -28.872 -5.608
H: -7.090 -27.990 -2.027
H: -5.408 -27.186 -1.873
H: -5.511 -28.909 -2.108
H: -7.957 -27.291 -4.421
H: -6.792 -26.513 -5.368
H: -7.866 -25.939 -2.355
H: -8.174 -24.826 -3.701
H: -6.539 -23.843 -2.825
C: -18.777 -15.345 -1.954
C: -17.282 -15.313 -1.427
C: -16.021 -15.858 -2.162
C: -16.326 -16.722 -3.467
P: -15.159 -16.724 -4.861
C: -13.623 -17.201 -4.300
C: -12.860 -16.032 -3.561
C: -11.405 -16.358 -3.199
C: -10.407 -15.240 -2.969
C: -15.865 -17.943 -6.061
C: -17.402 -18.108 -6.094
C: -17.984 -18.637 -7.447
C: -19.495 -18.848 -7.255
C: -15.120 -15.023 -5.517
C: -16.400 -14.399 -6.085
C: -16.490 -12.855 -6.154
C: -16.850 -12.279 -4.829
H: -19.437 -14.912 -1.203
H: -19.042 -16.353 -2.272
H: -19.064 -14.638 -2.732
H: -17.275 -15.838 -0.473
H: -17.151 -14.264 -1.162
H: -15.425 -16.454 -1.471
H: -15.432 -15.005 -2.503
H: -17.298 -16.348 -3.788
H: -16.592 -17.694 -3.051
H: -13.192 -17.508 -5.253
H: -13.748 -18.088 -3.678
H: -13.353 -15.485 -2.758
H: -12.756 -15.158 -4.204
H: -10.923 -16.864 -4.035
H: -11.424 -16.885 -2.245
H: -10.798 -14.315 -2.546
H: -10.179 -14.864 -3.967
H: -9.548 -15.671 -2.455
H: -15.490 -18.905 -5.711
H: -15.425 -17.752 -7.040
H: -17.867 -17.144 -5.886
H: -17.685 -18.873 -5.372
H: -17.516 -19.614 -7.569
H: -17.727 -18.062 -8.337
H: -19.731 -19.361 -6.322
H: -19.838 -19.529 -8.034
H: -20.100 -17.947 -7.361
H: -14.417 -15.130 -6.343
H: -14.764 -14.450 -4.661
H: -17.228 -14.688 -5.438
H: -16.776 -14.895 -6.980
H: -17.227 -12.690 -6.940
H: -15.550 -12.580 -6.631
H: -16.988 -11.200 -4.895
H: -16.009 -12.403 -4.147
H: -17.750 -12.712 -4.391

- E_HOMO: -13.2 eV
- Charge: +3
- Energy above the lowest of the compared OMol25 structures with the same formula, charge and spin: 96.5 kcal/mol
- Spin multiplicity: 1
- F_max: 0.0972 Eh/bohr

---

# C27H69O24P5

9 unconnected molecules or ions with the total composition C27H69O24P5 (the ωB97M-V functional and the def2-TZVPD basis, the OMol25 dataset).

CARTESIAN COORDINATES (ANGSTROEM)
C: -1.649 -2.707 3.278
O: -2.367 -1.469 3.406
P: -3.900 -1.574 3.866
O: -4.752 -2.263 2.757
O: -4.105 -2.314 5.265
C: -4.410 -3.742 5.291
O: -4.521 -0.048 3.830
C: -4.384 0.865 2.806
H: -1.912 -3.297 2.540
H: -1.706 -3.328 4.402
H: -0.460 -2.452 3.110
H: -4.701 -4.190 6.299
H: -3.490 -4.324 5.127
H: -5.170 -3.851 4.542
H: -4.264 0.462 1.855
H: -3.457 1.275 3.076
H: -5.190 1.656 2.824
C: 1.035 6.819 -4.737
O: -0.033 5.930 -4.517
P: -0.043 4.817 -3.464
O: -1.162 4.000 -3.335
O: 1.255 3.990 -3.840
C: 1.547 2.859 -3.111
O: 0.473 5.160 -1.932
C: -0.386 5.865 -1.007
H: 1.025 7.484 -5.666
H: 1.792 6.076 -4.893
H: 1.237 7.456 -3.957
H: 2.003 3.139 -2.110
H: 2.408 2.125 -3.607
H: 0.656 2.143 -2.938
H: -1.448 5.304 -1.286
H: -0.293 6.836 -1.409
H: 0.138 5.849 0.004
C: 3.988 0.556 1.982
O: 4.864 1.375 1.281
P: 4.326 2.612 0.397
O: 3.571 2.042 -0.714
O: 3.216 3.338 1.398
C: 1.922 3.711 0.957
O: 5.305 3.848 -0.059
C: 6.694 3.608 -0.211
H: 4.441 -0.332 2.409
H: 3.253 -0.018 1.474
H: 3.398 1.216 2.704
H: 1.345 2.626 0.738
H: 2.111 4.394 0.176
H: 1.308 4.300 1.717
H: 7.201 3.365 0.813
H: 7.173 4.503 -0.351
H: 6.934 2.774 -0.894
C: -3.104 -3.167 -0.322
O: -3.340 -2.451 -1.562
P: -3.808 -0.882 -1.522
O: -3.035 -0.313 -0.399
O: -3.260 -0.132 -2.913
C: -2.983 1.213 -2.840
O: -5.375 -0.764 -1.339
C: -6.233 -1.742 -0.900
H: -4.006 -3.455 0.151
H: -2.454 -2.516 0.383
H: -2.682 -4.060 -0.478
H: -2.527 1.474 -3.745
H: -2.376 1.678 -2.070
H: -3.819 1.912 -3.014
H: -6.066 -2.740 -1.272
H: -7.266 -1.586 -1.071
H: -5.861 -2.087 0.248
C: 3.050 -3.375 2.808
O: 3.879 -2.483 3.624
P: 3.493 -2.309 5.216
O: 2.214 -3.006 5.508
O: 4.556 -2.750 6.287
C: 4.501 -2.182 7.556
O: 3.317 -0.724 5.522
C: 1.996 -0.180 5.653
H: 2.820 -4.418 3.056
H: 3.386 -3.295 1.807
H: 1.981 -2.884 2.865
H: 5.073 -1.209 7.510
H: 5.128 -2.978 8.229
H: 3.603 -1.980 7.936
H: 1.453 -0.404 4.938
H: 2.118 0.882 5.552
H: 1.959 -0.501 6.706
C: 0.541 -6.613 -4.454
C: 0.147 -5.210 -4.222
C: 0.872 -4.545 -3.020
O: -0.656 -4.518 -4.925
H: 1.477 -6.992 -4.172
H: 0.598 -6.653 -5.644
H: -0.171 -7.335 -3.963
H: 1.365 -5.238 -2.279
H: 0.322 -3.995 -2.477
H: 1.716 -4.020 -3.373
C: 0.343 -0.348 0.889
C: 0.325 -1.345 -0.200
C: 0.117 -0.842 -1.674
O: 0.132 -2.484 0.022
H: 0.629 -0.795 1.820
H: -0.529 0.140 0.926
H: 0.922 0.414 0.709
H: 0.855 -1.008 -2.179
H: -0.205 0.152 -1.835
H: -0.277 -1.554 -2.074
C: -2.780 2.827 0.403
C: -3.141 3.936 1.355
C: -4.653 4.313 1.407
O: -2.299 4.539 1.931
H: -2.078 3.269 -0.312
H: -3.658 2.356 0.088
H: -2.038 2.150 0.718
H: -4.806 4.838 2.230
H: -5.241 3.483 1.718
H: -4.952 4.918 0.545
C: 2.228 -1.204 -5.099
C: 2.432 -2.375 -6.166
C: 1.537 -2.299 -7.405
O: 3.059 -3.338 -5.893
H: 3.103 -0.489 -5.435
H: 2.532 -1.604 -4.129
H: 1.095 -0.835 -5.063
H: 0.447 -2.415 -7.237
H: 1.879 -2.982 -7.921
H: 1.647 -1.366 -8.021

- E_HOMO: -9.3 eV
- Charge: 0
- Energy above the lowest of the compared OMol25 structures with the same formula, charge and spin: 0.0 kcal/mol
- SMILES: COP(=O)(OC)OC.COP(=O)(OC)OC.COP(=O)(OC)OC.COP(=O)(OC)OC.COP(=O)(OC)OC.CC(C)=O.CC(C)=O.CC(C)=O.CC(C)=O
- Spin multiplicity: 1
- F_max: 0.2434 Eh/bohr

---

# C27H70I2N9O6P3

A molecular structure, C27H70I2N9O6P3 (the ωB97M-V functional and the def2-TZVPD basis, the OMol25 dataset).

CARTESIAN COORDINATES (ANGSTROEM)
C: -3.801 1.414 -2.300
C: -2.769 2.501 -2.642
C: -1.514 2.455 -1.773
C: -0.805 1.094 -1.780
C: 0.691 1.204 -1.523
O: 1.409 1.331 -2.776
C: 2.095 2.461 -2.957
O: 1.826 3.548 -2.531
O: 3.210 2.220 -3.733
C: 3.090 2.505 -5.106
I: 3.372 4.608 -5.515
C: 1.856 1.870 -5.763
C: 2.185 1.438 -7.207
I: 0.087 3.076 -5.849
H: -4.406 1.216 -3.188
H: -4.497 1.785 -1.550
H: -3.347 0.477 -1.987
H: -3.240 3.474 -2.483
H: -2.488 2.437 -3.696
H: -1.731 2.727 -0.737
H: -0.801 3.189 -2.162
H: -0.956 0.644 -2.767
H: -1.235 0.405 -1.051
H: 1.041 0.264 -1.094
H: 0.936 2.022 -0.849
H: 3.958 2.057 -5.579
H: 1.586 0.985 -5.193
H: 1.563 0.579 -7.454
H: 3.220 1.095 -7.266
H: 2.008 2.252 -7.903
O: -3.291 1.593 1.104
P: -3.180 1.639 2.572
N: -4.266 0.488 3.188
C: -5.105 0.492 4.367
C: -4.113 -0.852 2.634
N: -3.700 3.253 2.947
C: -4.831 3.603 3.799
C: -3.621 4.167 1.810
N: -1.875 1.591 3.610
C: -0.731 0.783 3.196
C: -2.000 1.704 5.039
H: -4.682 -0.112 5.185
H: -6.081 0.060 4.121
H: -5.289 1.483 4.755
H: -3.332 -1.424 3.150
H: -3.860 -0.808 1.574
H: -5.042 -1.411 2.722
H: -5.663 2.905 3.730
H: -5.227 4.572 3.493
H: -4.542 3.727 4.849
H: -4.495 4.105 1.150
H: -2.740 3.968 1.205
H: -3.535 5.189 2.185
H: -0.850 -0.279 3.455
H: 0.182 1.147 3.672
H: -0.585 0.851 2.117
H: -1.970 0.720 5.525
H: -2.918 2.200 5.344
H: -1.168 2.298 5.426
O: -5.108 -3.187 4.414
P: -5.650 -3.650 5.703
N: -4.317 -4.211 6.610
C: -4.183 -5.317 7.536
C: -3.226 -3.258 6.723
N: -6.691 -4.959 5.249
C: -6.562 -6.343 5.693
C: -7.098 -4.914 3.846
N: -6.660 -2.948 6.823
C: -6.576 -1.496 6.968
C: -7.093 -3.614 8.025
H: -4.203 -4.992 8.586
H: -3.223 -5.817 7.371
H: -4.949 -6.067 7.414
H: -3.378 -2.537 7.539
H: -3.107 -2.699 5.794
H: -2.285 -3.782 6.907
H: -5.531 -6.664 5.830
H: -6.984 -7.005 4.938
H: -7.132 -6.544 6.607
H: -6.355 -5.353 3.171
H: -7.272 -3.892 3.519
H: -8.038 -5.457 3.735
H: -5.771 -1.187 7.649
H: -7.517 -1.100 7.356
H: -6.397 -1.025 6.001
H: -6.499 -3.303 8.893
H: -7.037 -4.698 7.950
H: -8.138 -3.358 8.219
O: 9.792 2.294 -7.279
P: 9.168 1.226 -6.482
N: 10.387 0.602 -5.463
C: 10.658 -0.745 -5.006
C: 11.082 1.605 -4.673
N: 8.702 0.062 -7.683
C: 9.161 -1.322 -7.751
C: 8.603 0.627 -9.027
N: 7.779 1.154 -5.568
C: 7.367 2.382 -4.889
C: 7.329 -0.037 -4.896
H: 10.318 -0.916 -3.974
H: 11.738 -0.927 -5.024
H: 10.204 -1.502 -5.626
H: 10.546 1.856 -3.746
H: 11.215 2.521 -5.247
H: 12.077 1.246 -4.401
H: 10.188 -1.459 -7.420
H: 9.132 -1.661 -8.787
H: 8.505 -2.008 -7.203
H: 9.570 0.680 -9.541
H: 8.192 1.633 -9.001
H: 7.923 0.011 -9.619
H: 7.871 2.513 -3.922
H: 6.290 2.372 -4.710
H: 7.584 3.256 -5.504
H: 7.596 -0.024 -3.832
H: 7.734 -0.948 -5.333
H: 6.239 -0.102 -4.968

- E_HOMO: -8.0 eV
- Charge: 0
- Energy above the lowest of the compared OMol25 structures with the same formula, charge and spin: 0.0 kcal/mol
- Spin multiplicity: 1
- F_max: 0.0904 Eh/bohr

---

# C27H71O33P6V

A molecular structure, C27H71O33P6V (the ωB97M-V functional and the def2-TZVPD basis, the OMol25 dataset).

CARTESIAN COORDINATES (ANGSTROEM)
O: 3.215 -7.487 13.207
V: 2.224 -7.722 14.446
O: 2.908 -7.111 15.722
O: -1.202 -9.771 14.114
C: -0.175 -8.914 14.201
O: 0.323 -8.614 15.315
O: 0.432 -8.480 13.174
H: -1.416 -9.980 15.026
C: -1.400 -3.992 14.785
O: -0.222 -3.453 14.218
P: 1.127 -4.309 14.323
O: 1.048 -5.788 14.246
O: 2.045 -3.650 13.163
C: 3.397 -4.086 13.034
O: 1.956 -3.725 15.659
C: 1.792 -4.323 16.946
H: -1.305 -4.739 15.573
H: -2.064 -4.242 13.958
H: -2.003 -3.201 15.231
H: 3.906 -3.306 13.600
H: 3.741 -3.987 12.005
H: 3.609 -5.011 13.571
H: 2.702 -4.844 17.242
H: 0.971 -5.040 16.935
H: 1.659 -3.450 17.586
C: 2.156 -6.509 10.187
O: 2.365 -5.088 10.280
P: 2.298 -4.205 8.907
O: 2.809 -4.887 7.702
O: 2.917 -2.678 9.223
C: 2.466 -1.870 10.313
O: 0.727 -3.869 8.916
C: 0.124 -3.085 7.823
H: 2.998 -7.187 10.328
H: 1.828 -6.734 9.172
H: 1.481 -6.849 10.973
H: 1.721 -2.357 10.942
H: 2.096 -0.899 9.985
H: 3.336 -1.632 10.925
H: 0.868 -2.734 7.108
H: -0.385 -2.220 8.248
H: -0.662 -3.587 7.259
C: 3.815 -11.185 17.492
O: 3.476 -11.854 16.264
P: 3.678 -11.060 14.814
O: 3.117 -9.706 14.739
O: 3.255 -12.096 13.611
C: 2.095 -11.837 12.768
O: 5.293 -10.969 14.757
C: 6.078 -12.113 14.706
H: 4.307 -10.212 17.495
H: 4.479 -11.857 18.035
H: 2.914 -11.082 18.098
H: 1.367 -12.647 12.732
H: 2.438 -11.794 11.735
H: 1.579 -10.919 13.052
H: 6.823 -12.308 15.477
H: 6.643 -12.196 13.778
H: 5.403 -12.968 14.658
C: -3.428 -4.536 8.142
O: -3.653 -5.199 9.402
P: -3.153 -6.730 9.670
O: -3.445 -7.752 8.604
O: -1.601 -6.569 10.066
C: -1.261 -5.759 11.193
O: -3.781 -7.131 11.049
C: -3.374 -8.205 11.801
H: -3.148 -3.509 8.378
H: -4.296 -4.441 7.489
H: -2.611 -5.070 7.659
H: -2.037 -5.688 11.955
H: -0.857 -4.810 10.839
H: -0.510 -6.344 11.724
H: -2.605 -8.862 11.393
H: -4.209 -8.883 11.978
H: -3.074 -7.910 12.806
C: 0.765 -14.112 9.087
O: -0.539 -14.624 9.233
P: -1.674 -13.544 9.621
O: -3.039 -14.079 9.635
O: -1.186 -12.871 10.997
C: -1.825 -11.824 11.612
O: -1.540 -12.398 8.460
C: -2.505 -11.421 8.117
H: 0.891 -13.239 9.727
H: 0.908 -13.730 8.077
H: 1.487 -14.883 9.356
H: -1.566 -10.923 11.057
H: -1.398 -11.646 12.599
H: -2.907 -11.951 11.602
H: -2.091 -10.463 8.432
H: -3.373 -11.535 8.767
H: -2.775 -11.366 7.062
C: -2.701 -13.511 18.000
O: -3.748 -12.936 17.156
P: -3.270 -11.843 15.995
O: -2.541 -10.655 16.460
O: -2.527 -12.773 14.875
C: -3.255 -13.800 14.278
O: -4.639 -11.491 15.261
C: -4.802 -10.431 14.287
H: -1.854 -12.843 18.153
H: -2.443 -14.557 17.832
H: -3.170 -13.593 18.980
H: -3.317 -13.732 13.192
H: -4.337 -13.760 14.402
H: -2.884 -14.797 14.512
H: -4.075 -9.625 14.385
H: -5.711 -9.911 14.587
H: -4.970 -10.791 13.272
O: 2.171 -7.249 18.720
C: 1.515 -8.208 19.125
O: 1.882 -9.160 19.972
C: 3.251 -9.218 20.365
C: 3.598 -10.428 21.188
C: 0.038 -8.303 18.829
H: 3.360 -8.340 21.002
H: 3.856 -9.052 19.473
H: 3.393 -11.335 20.620
H: 3.015 -10.463 22.109
H: 4.649 -10.443 21.475
H: -0.480 -7.556 19.431
H: -0.448 -9.266 18.981
H: -0.114 -8.041 17.782
O: -0.203 -14.497 16.132
C: 0.542 -13.653 16.561
O: 1.650 -13.843 17.316
C: 2.184 -15.086 17.663
C: 2.999 -15.803 16.579
C: 0.417 -12.231 16.110
H: 1.386 -15.772 17.945
H: 2.829 -15.068 18.542
H: 2.449 -16.095 15.684
H: 3.360 -16.784 16.888
H: 3.875 -15.237 16.265
H: 1.142 -11.862 15.384
H: 0.471 -11.579 16.981
H: -0.558 -12.090 15.643

- E_HOMO: -9.8 eV
- Charge: 0
- Spin multiplicity: 1
- F_max: 0.0761 Eh/bohr

---

Number 1: lowest unoccupied orbital energy -6.012 eV, E -1874.46858 a.u.. Number 2: lowest unoccupied orbital energy 0.552 eV, E -4582.49585 a.u.. Number 3: lowest unoccupied orbital energy 0.345 eV, E -3634.45336 a.u.. Number 4: lowest unoccupied orbital energy 0.144 eV, E -6546.98158 a.u..